1.
105
Properties=species:S:1:pos:R:3:forces:R:3 method="wB97M-V/def2-TZVPD" e_lumo_ha=-0.1136 spin_multiplicity=1 total_charge=+1 largest_force_ev_per_a=3.03
Ti -0.76410 -0.58629 0.91129 0.504 -2.986 -0.163
C 1.78035 1.60848 -4.15653 -0.252 0.170 -0.050
C 0.61645 2.51848 -4.54482 0.201 -0.039 -0.120
C 0.07631 2.07149 -5.90879 0.077 0.027 0.161
C 1.14262 3.95694 -4.64391 -0.032 -0.163 0.029
C -0.51166 2.48033 -3.52919 0.104 -0.090 0.023
C -1.63318 3.27930 -3.78992 -0.332 0.017 0.230
C -2.70678 3.32562 -2.92906 0.151 0.141 -0.247
C -2.64307 2.57841 -1.77223 0.143 -0.380 0.430
S -3.82293 2.52043 -0.50780 0.898 -0.608 0.164
C -2.78767 1.37741 0.33435 0.412 0.748 -1.760
N -1.65138 1.06285 -0.29112 -1.726 0.435 1.247
C -1.54475 1.74678 -1.47608 -0.214 0.818 -1.022
C -0.47915 1.70628 -2.37956 -0.040 -0.094 0.178
C -3.23513 0.76076 1.53171 -0.894 -0.742 1.801
C -4.49856 1.10497 2.05128 0.691 0.091 -0.546
C -4.98861 0.47760 3.16507 -0.073 -0.180 0.349
C -4.23604 -0.51609 3.77868 0.049 0.091 -0.226
C -2.99805 -0.87124 3.25987 -0.122 -0.214 0.242
C -2.45299 -0.25110 2.14126 -0.193 0.665 -0.578
H 2.57530 1.69450 -4.89374 0.062 -0.010 -0.072
H 1.46249 0.56824 -4.12004 0.012 -0.152 0.050
H 2.17965 1.90753 -3.19173 0.094 -0.056 0.109
H 0.88637 2.04950 -6.63212 0.092 -0.010 -0.150
H -0.68612 2.75169 -6.27471 -0.104 0.063 -0.103
H -0.35913 1.07714 -5.84073 -0.033 -0.129 -0.034
H 1.98122 3.99533 -5.33327 0.126 0.033 -0.113
H 1.47736 4.31114 -3.67142 0.067 0.059 0.105
H 0.37846 4.63629 -5.00738 -0.088 0.130 -0.048
H -1.67200 3.88662 -4.67960 0.038 -0.001 -0.126
H -3.57744 3.92542 -3.14279 -0.034 0.136 -0.060
H 0.35507 1.06352 -2.13624 0.145 -0.014 -0.105
H -5.08239 1.85786 1.54175 -0.194 0.071 0.100
H -5.95582 0.74196 3.55761 -0.169 0.059 0.045
H -4.62243 -1.02818 4.64805 -0.020 -0.036 0.053
H -2.48657 -1.67977 3.76505 0.166 0.021 -0.134
O -1.41608 -1.88611 -0.10425 -0.134 0.886 -0.532
S -2.20392 -3.24339 -0.19905 -0.866 -2.048 -0.325
C -0.37835 -2.24377 2.34178 -0.268 1.113 -0.208
C 0.21819 -2.02905 3.73094 0.339 0.005 0.006
C 0.96029 -0.70603 3.99752 0.108 -0.344 -0.101
C 0.03404 0.46318 4.31004 -0.293 0.064 -0.165
S -0.28226 1.54155 2.83030 0.702 1.252 2.190
O 0.31938 0.74011 1.68902 1.360 0.741 -0.108
C 1.02566 2.74018 3.17289 -0.136 -0.005 -0.350
C 2.31990 2.48392 2.75710 -0.018 -0.298 -0.099
C 3.31966 3.40313 3.01810 -0.017 0.013 0.040
C 3.01543 4.58399 3.67522 -0.039 0.049 -0.008
C 1.71133 4.84923 4.06562 0.066 -0.034 0.060
C 0.71063 3.92484 3.81864 -0.212 -0.169 -0.005
C -3.89527 -2.73798 -0.23886 0.250 0.410 -0.158
C -4.20282 -1.42288 -0.56193 0.151 -0.018 -0.086
C -5.52202 -1.01264 -0.58483 -0.121 -0.139 0.030
C -6.53440 -1.92706 -0.33912 -0.057 0.064 -0.011
C -6.22299 -3.24865 -0.05502 -0.034 0.023 -0.020
C -4.90529 -3.66041 0.01064 0.291 0.102 -0.011
H 0.29612 -2.84620 1.72448 -0.086 -0.007 -0.027
H -1.30933 -2.81213 2.41651 0.093 0.048 -0.160
H 0.93619 -2.83812 3.91541 -0.089 0.058 0.175
H -0.55289 -2.12133 4.50014 0.038 -0.111 0.017
H 1.59371 -0.46078 3.14170 0.057 -0.067 0.187
H 1.62706 -0.86052 4.85183 -0.083 0.197 -0.036
H 0.44686 1.12966 5.06468 -0.053 0.081 -0.053
H -0.94594 0.11444 4.63450 -0.020 0.077 -0.021
H 2.53715 1.56981 2.22803 0.057 -0.051 -0.091
H 4.33227 3.19533 2.70725 0.074 -0.004 -0.036
H 3.79352 5.30397 3.87440 0.068 0.085 0.019
H 1.47328 5.77721 4.56055 -0.038 0.083 0.065
H -0.30462 4.11490 4.12852 -0.185 0.127 0.033
H -3.39819 -0.74136 -0.81427 -0.189 -0.082 0.012
H -5.76188 0.01841 -0.79801 -0.031 0.104 -0.107
H -7.56499 -1.61232 -0.38520 -0.122 0.019 0.039
H -7.01117 -3.96192 0.12734 -0.096 -0.080 0.019
H -4.64979 -4.68188 0.24248 -0.034 -0.185 0.093
C 4.30278 -1.19761 -1.80675 -0.218 -0.071 -0.059
C 2.93948 -0.63053 -1.41865 -0.372 0.102 0.311
C 3.11760 0.78672 -0.86596 -0.164 -0.002 -0.102
P 1.79693 -1.60256 -0.27547 0.871 -1.045 -0.477
C 2.93159 -2.37502 1.03794 -0.445 0.351 0.006
C 3.84123 -3.55017 0.69208 -0.210 0.030 0.031
C 3.74285 -1.25966 1.70136 -0.170 0.036 -0.013
C 1.19147 -3.02613 -1.37537 -0.119 0.315 0.288
C 2.15846 -4.07663 -1.92604 -0.022 0.043 0.184
C 0.42397 -2.40154 -2.54507 -0.116 0.142 0.247
H 4.77103 -0.50554 -2.50325 0.109 0.110 -0.087
H 4.23256 -2.15559 -2.30956 0.061 -0.064 0.006
H 4.96387 -1.29786 -0.95261 0.079 -0.023 0.106
H 2.34392 -0.54586 -2.33591 -0.011 -0.016 0.120
H 3.84060 0.80965 -0.05786 0.095 -0.012 0.165
H 2.17356 1.19287 -0.49406 0.046 0.115 -0.018
H 3.50038 1.43759 -1.64949 0.030 0.109 -0.015
H 2.22331 -2.73857 1.79024 0.039 0.060 -0.090
H 4.40151 -3.39925 -0.22233 0.085 -0.022 -0.136
H 3.27257 -4.47058 0.61513 0.048 -0.097 -0.050
H 4.55486 -3.67902 1.50377 0.100 -0.032 0.101
H 4.65726 -1.05732 1.15232 0.100 0.081 -0.087
H 4.02546 -1.54871 2.71159 0.045 -0.042 0.100
H 3.16800 -0.33689 1.76037 0.069 0.082 0.076
H 0.46045 -3.54686 -0.73909 0.137 0.118 -0.069
H 3.04011 -3.63319 -2.37902 0.011 -0.042 -0.051
H 1.64495 -4.64171 -2.70301 -0.060 -0.038 -0.062
H 2.47620 -4.78708 -1.17064 0.046 -0.007 -0.041
H 1.10827 -2.04932 -3.31558 0.049 0.061 -0.064
H -0.20676 -1.57245 -2.21128 0.022 -0.021 -0.182
H -0.22259 -3.15070 -2.99604 -0.081 -0.047 -0.063

2.
116
Properties=species:S:1:pos:R:3:forces:R:3 method="wB97M-V/def2-TZVPD" e_lumo_ha=-0.0591 relative_energy_kj_mol=167.1 spin_multiplicity=1 largest_force_ev_per_a=3.02 smiles="O=[N+]([O-])c1ccccc1.O=[N+]([O-])c1ccccc1.O=[N+]([O-])c1ccccc1.O=[N+]([O-])c1ccccc1.CC(C)=O.CC(C)=O.CC(C)=O.CC(C)=O.CC(C)=O.CC(C)=O"
O 2.56121 -7.07614 8.86265 0.200 -1.277 -0.932
N 2.34305 -7.57125 7.74563 -0.134 1.543 1.259
O 1.76046 -6.92211 6.88673 0.580 -1.297 0.000
C 2.74410 -8.98680 7.51259 -0.352 -0.130 -0.195
C 3.71207 -9.66632 8.26437 -0.117 1.329 0.261
C 3.95728 -10.99283 8.05121 -0.317 -1.189 -0.482
C 3.16732 -11.72417 7.15629 -0.557 0.684 -0.342
C 2.14996 -11.05457 6.46618 1.021 -0.374 0.087
C 2.00050 -9.68603 6.57648 -0.634 -0.255 0.011
H 4.32674 -9.21656 9.03007 -0.203 0.601 -0.081
H 4.74729 -11.44872 8.62954 0.033 -0.184 -0.127
H 3.30002 -12.76934 6.91878 0.313 -0.105 0.405
H 1.51208 -11.57263 5.76538 0.076 -0.120 -0.041
H 1.21238 -9.28916 5.95376 0.139 0.742 0.230
O 7.97517 -8.64022 10.32350 -0.302 -2.333 1.357
N 7.65822 -9.82692 10.59524 -0.449 1.421 -2.344
O 7.02529 -10.50920 9.77836 0.584 0.321 1.454
C 8.04754 -10.42793 11.86210 0.687 -1.447 2.558
C 7.41053 -11.61091 12.38661 1.091 0.801 -0.965
C 7.86185 -12.23228 13.58073 -0.431 1.856 -0.544
C 8.83854 -11.58063 14.32149 0.639 0.671 -0.602
C 9.46897 -10.40471 13.84475 -0.745 -1.281 -0.020
C 9.11165 -9.87032 12.61597 -0.669 0.239 -0.307
H 6.67228 -12.05066 11.73240 -0.255 -0.098 0.282
H 7.37163 -13.07716 14.04147 -0.091 -0.186 -0.475
H 9.18241 -12.00335 15.25394 -0.087 -0.013 0.131
H 10.25087 -9.97212 14.45130 0.051 0.180 -0.168
H 9.63944 -8.99355 12.27080 -0.122 0.060 -0.246
O 7.42947 -12.98692 7.73479 -0.146 0.274 -0.192
N 6.83488 -13.62091 8.57980 2.035 0.029 0.119
O 5.70098 -13.98351 8.49883 -1.780 -0.317 0.156
C 7.64098 -14.06287 9.73937 0.191 -0.250 1.163
C 7.00587 -14.55538 10.90889 0.726 0.249 -0.389
C 7.78457 -15.05552 11.96230 -0.493 0.558 -1.152
C 9.16214 -15.00962 11.82722 -0.227 -0.554 0.871
C 9.75980 -14.47899 10.71959 0.613 0.443 -0.572
C 9.03673 -13.98122 9.64518 -0.889 -0.300 0.300
H 5.93874 -14.47403 11.05393 -0.127 -0.205 -0.425
H 7.27796 -15.42681 12.84087 0.161 -0.079 0.087
H 9.81258 -15.39415 12.59889 -0.089 -0.047 0.212
H 10.83926 -14.44534 10.72534 0.091 0.054 -0.291
H 9.52650 -13.57639 8.77189 -0.148 0.003 -0.021
O -1.55832 -1.30606 9.03358 -0.124 0.460 -0.311
N -1.10067 -2.41277 8.91750 0.504 -1.578 0.857
O -1.48442 -3.28992 8.15470 0.117 0.839 0.071
C -0.04101 -2.82625 9.89412 1.096 -0.395 0.878
C 0.44058 -1.94107 10.89251 0.633 0.489 -1.086
C 1.42411 -2.33049 11.78333 -0.853 -0.610 -0.516
C 1.86346 -3.65875 11.77750 0.574 1.030 1.641
C 1.38978 -4.56240 10.89584 -1.444 0.320 -2.364
C 0.47262 -4.12342 9.86977 -0.029 -0.487 1.375
H 0.29121 -0.87231 10.84971 -0.857 -0.027 -0.087
H 1.77493 -1.60815 12.50552 0.212 -0.068 -0.027
H 2.57088 -3.93812 12.54425 0.175 -0.221 -0.086
H 1.70224 -5.59613 10.90903 0.033 0.004 -0.099
H 0.08411 -4.88371 9.20840 0.010 0.246 -0.317
C 5.28673 -14.59481 4.33793 0.216 1.344 0.041
C 5.60849 -13.21436 3.68050 0.868 -0.880 -0.223
C 4.72359 -12.01210 3.97281 -1.170 -0.109 -0.196
O 6.62001 -13.13441 3.00256 -1.088 0.259 0.540
H 5.64704 -14.43311 5.35387 0.029 -0.206 0.340
H 5.88097 -15.39464 3.89604 -0.181 0.188 -0.128
H 4.22747 -14.83724 4.42335 0.005 0.055 -0.271
H 4.53594 -11.41649 3.07943 0.621 0.062 -0.108
H 5.00511 -11.35536 4.79594 0.735 -0.151 -0.103
H 3.70235 -12.27704 4.24665 -0.029 -0.585 0.084
C 4.42479 -5.84454 4.70734 -0.714 0.245 -0.618
C 4.54361 -6.96113 3.69123 1.724 0.113 1.064
C 5.19197 -8.24224 4.10610 -0.284 -0.604 0.665
O 4.30384 -6.77990 2.54288 -0.937 0.455 -1.876
H 5.33227 -5.26096 4.86225 0.428 -0.580 0.128
H 4.01869 -6.21591 5.64823 -0.003 0.327 0.002
H 3.78805 -5.11967 4.20017 -0.465 0.009 0.473
H 6.24630 -8.21787 3.83065 0.078 0.167 0.147
H 4.76865 -9.10487 3.59154 -0.135 0.172 -0.035
H 5.08025 -8.36640 5.18324 0.276 -0.260 0.068
C 7.05924 -4.13448 9.70768 -0.307 0.695 -0.481
C 5.69977 -3.93495 9.04420 -1.128 -0.937 0.000
C 4.94432 -5.18863 8.58484 0.413 0.113 0.521
O 5.19076 -2.85941 8.86018 0.540 0.469 0.187
H 7.80277 -3.93819 8.93519 0.153 -0.212 -0.135
H 7.21748 -5.13269 10.11590 -0.094 0.147 0.046
H 7.19913 -3.32679 10.42612 -0.061 -0.267 0.248
H 3.92377 -5.00169 8.25075 0.317 0.430 -0.295
H 4.82083 -5.89235 9.40802 0.368 -0.078 0.093
H 5.56730 -5.65418 7.82112 -0.164 -0.276 -0.165
C 2.80551 -15.64931 7.60547 1.448 0.276 0.332
C 1.80066 -16.72475 7.70606 -0.454 -2.395 -0.513
C 0.38884 -16.34874 7.34410 0.422 -0.088 0.291
O 2.05030 -17.87932 8.07546 -0.062 2.186 -0.502
H 2.45041 -14.69133 7.98531 -0.054 -0.139 0.448
H 3.15387 -15.38579 6.60682 -0.432 -0.456 -0.447
H 3.70639 -16.01107 8.10108 0.006 0.404 0.311
H 0.33913 -15.49789 6.66464 -0.046 -0.085 -0.011
H 0.03773 -16.03165 8.32608 -0.720 0.077 -0.052
H -0.14692 -17.22362 6.97579 -0.096 0.216 0.168
C 4.85798 -7.17946 11.97671 -1.546 0.410 -0.194
C 5.27994 -6.00763 12.79809 1.535 1.975 0.399
C 6.35368 -6.24198 13.83200 -0.439 -0.328 0.271
O 4.90778 -4.85638 12.61225 -0.405 -1.333 -0.235
H 5.63085 -7.44776 11.25644 -0.004 -0.069 0.038
H 3.95194 -6.82092 11.48821 0.135 -0.152 -0.642
H 4.50275 -8.04131 12.54161 0.581 -0.098 0.282
H 7.17758 -6.80689 13.39593 -0.006 -0.175 0.140
H 5.84051 -6.83454 14.58940 0.365 -0.394 0.259
H 6.71885 -5.34079 14.32455 -0.158 0.080 -0.377
C -0.26823 -11.81682 1.00085 0.651 -0.069 0.098
C 0.28895 -11.84771 2.42041 2.272 1.282 0.201
C -0.50476 -12.52563 3.52911 0.346 0.073 -0.604
O 1.41919 -11.37643 2.64937 -2.392 -1.057 -0.282
H -0.13249 -12.82414 0.60716 -0.594 -0.312 0.071
H 0.36711 -11.24218 0.32689 0.033 0.397 0.432
H -1.29601 -11.46405 0.91529 -0.030 -0.323 0.141
H -0.95312 -13.42737 3.11203 -0.140 -0.063 0.198
H -1.29871 -11.87733 3.89984 -0.052 0.046 -0.102
H 0.17065 -12.77055 4.34883 -0.089 -0.014 -0.088